# 1
12
Properties=species:S:1:pos:R:3:forces:R:3 method="wB97M-V/def2-TZVPD" homo_ha=-0.1732 homo_lumo_gap_ev=8.74 charge=-1 smiles="CN(N)S(=O)(=O)[O-]" lumo_energy_ev=4.02
C -0.5127 -0.6985 0.3728 -1.4 -2.5 -0.3
N -0.6110 0.6142 -0.1998 0.3 -0.3 1.2
N 0.5499 1.4525 0.1458 -4.9 2.6 -1.7
S -0.6896 0.4038 -1.9041 -0.5 5.9 -0.4
O -0.3131 2.3396 -2.2668 -1.4 -5.6 1.0
O -2.0020 -0.1512 -2.1961 0.7 0.6 0.0
O 0.4454 -0.3293 -2.3489 1.2 -1.0 -0.7
H 0.4319 -1.1324 -0.1170 -1.2 -0.4 1.3
H -0.6252 -0.8231 1.4887 0.9 1.0 -1.0
H -1.4945 -1.2897 0.0901 2.1 0.9 -0.2
H 0.2836 1.9865 -0.8267 1.7 1.2 1.6
H 1.3969 1.0385 -0.0219 2.6 -2.3 -0.9

# 2
20
Properties=species:S:1:pos:R:3:forces:R:3 method="wB97M-V/def2-TZVPD" homo_ha="-0.5569 / -0.5573" homo_lumo_gap_ev="8.73 / 9.38" charge=+1 s_squared=0.758 spin_multiplicity=2 lumo_energy_ev="-6.43 / -5.78"
V -0.1831 0.3941 -0.4429 0.0 0.1 -0.3
O 3.5780 -0.3964 -0.9347 0.0 0.1 -0.1
P 2.2093 -0.1197 -0.3053 0.0 -0.1 0.2
O 1.5611 1.2687 -0.4052 -0.2 0.0 0.0
O 1.0841 -0.9758 -0.9326 -0.2 0.1 0.1
O 2.2799 -0.4514 1.2368 0.2 0.0 0.0
P 1.1375 0.1766 2.2502 -0.3 -0.1 0.0
O 0.9411 -1.0144 3.2386 0.0 0.0 0.1
O 1.4559 1.4932 2.7506 0.0 0.0 0.1
O -0.1887 0.0803 1.3267 0.3 0.2 -0.4
H 4.3577 0.1113 -0.6566 0.0 -0.1 0.0
H 1.1352 -0.7961 4.1633 0.0 0.0 -0.1
N -1.9714 -0.8556 -0.7661 0.1 0.0 0.0
N -2.8682 -0.0804 -1.5128 -0.1 -0.1 0.0
C -2.4565 1.1439 -1.9629 0.3 0.2 0.0
O -3.0532 1.9321 -2.6013 -0.1 -0.1 0.0
O -1.1345 1.3538 -1.5422 0.0 -0.3 0.3
H -1.7208 -1.7077 -1.2688 0.0 0.0 0.0
H -2.3854 -1.1183 0.1274 0.0 0.0 0.0
H -3.7778 -0.4382 -1.7623 0.0 0.0 0.0

# 3
9
Properties=species:S:1:pos:R:3:forces:R:3 method="wB97M-V/def2-TZVPD" homo_ha=-0.1115 homo_lumo_gap_ev=7.44 charge=-1 lumo_energy_ev=4.41
S -2.4561 1.1947 0.3898 -0.1 0.6 0.1
H -2.2528 2.4657 0.8254 -0.1 -0.3 -0.1
N 0.5553 0.3516 0.4294 0.5 -0.5 -0.3
C 0.5066 -0.7477 -0.3331 0.5 -0.2 -1.1
N 1.4609 -1.6372 -0.3498 -0.9 0.4 0.0
H 1.5086 0.4047 0.7483 -0.2 0.9 0.8
H -0.2251 1.0445 0.4650 0.4 -0.7 0.0
H -0.2640 -0.7815 -1.1069 -0.5 0.0 0.6
H 1.1667 -2.2947 -1.0680 0.4 -0.2 0.1

# 4
9
Properties=species:S:1:pos:R:3:forces:R:3 method="wB97M-V/def2-TZVPD" homo_ha=-0.5498 homo_lumo_gap_ev=9.07 charge=+1 smiles="[NH2+]=CNS" lumo_energy_ev=-5.89
N 0.8820 -1.0177 0.8532 1.9 -1.0 2.0
C 0.4822 0.1863 0.5582 -0.8 -1.8 -2.6
N -0.2306 0.5029 -0.5041 -1.5 -0.4 -1.4
S -1.4456 0.0766 -2.0991 1.8 0.2 3.1
H 0.5333 -1.8817 0.4492 -0.1 0.5 -0.3
H 1.6912 -1.1725 1.5181 -1.7 0.5 -0.9
H 0.7784 1.0534 1.0797 0.7 0.5 1.0
H -0.3416 1.4703 -0.4834 -0.4 1.8 -0.4
H -2.3494 0.7825 -1.3719 0.0 -0.3 -0.5

# 5
10
Properties=species:S:1:pos:R:3:forces:R:3 method="wB97M-V/def2-TZVPD" homo_ha=-0.4690 homo_lumo_gap_ev=8.21 charge=+1 smiles=NC1([NH3+])SS1 lumo_energy_ev=-4.55
N 0.4787 0.7878 1.0853 0.9 -1.2 -0.2
C -0.2324 0.2402 0.0611 -5.5 1.1 1.5
N 0.4819 -0.5533 -0.9139 4.1 1.4 3.6
S -2.0538 -0.9810 0.3668 1.6 1.4 -0.3
S -1.7983 0.9650 -0.4846 1.4 -1.0 0.4
H 0.1489 1.4966 1.7658 -0.2 -0.8 -1.1
H 1.0886 0.0818 1.4941 0.1 0.6 0.5
H 1.0420 -1.3146 -0.3311 -0.7 1.8 -2.3
H 0.9390 0.1910 -1.4782 1.4 -0.9 0.4
H -0.0947 -0.9135 -1.5653 -3.2 -2.5 -2.4

# 6
9
Properties=species:S:1:pos:R:3:forces:R:3 method="wB97M-V/def2-TZVPD" homo_ha=-0.5460 homo_lumo_gap_ev=9.00 charge=+1 lumo_energy_ev=-5.85
C -0.9233 0.7400 -0.0845 2.1 -3.1 -0.7
N 1.9381 0.1610 -2.4381 -0.7 -0.7 3.0
N 1.6993 -0.1306 -1.3903 1.4 1.1 -5.0
Si 1.1895 -0.7243 0.2240 -4.4 0.8 0.1
H -1.7756 0.0645 0.0855 0.4 0.3 -0.3
H -0.6672 1.2991 0.7896 0.1 1.0 -0.1
H -0.6365 0.9402 -1.1573 -0.7 0.4 1.6
H 1.3341 -2.1120 -0.1072 0.1 -0.7 0.1
H 2.1730 -0.0196 0.8772 1.6 0.8 1.4

# 7
9
Properties=species:S:1:pos:R:3:forces:R:3 method="wB97M-V/def2-TZVPD" homo_ha=-0.3506 homo_lumo_gap_ev=10.61 lumo_energy_ev=1.07
H 1.9794 0.9474 0.1359 0.4 -0.5 0.0
N 1.8946 -0.0817 0.0406 -0.4 1.2 0.5
C 0.6610 -0.3412 -0.0183 -1.0 -0.2 -1.5
N -0.4739 0.4877 -0.1744 1.3 2.0 1.6
N -1.7176 -0.0672 0.1170 -1.0 -0.9 -0.3
H 0.3230 -1.3469 -0.2462 0.2 -0.5 0.4
H -0.4379 1.4164 0.3277 0.4 -1.4 -1.0
H -1.6459 -0.8639 0.7332 0.2 0.0 0.6
H -2.1064 -0.4772 -0.7231 -0.1 0.3 -0.3

# 8
9
Properties=species:S:1:pos:R:3:forces:R:3 method="wB97M-V/def2-TZVPD" homo_ha=-0.3313 homo_lumo_gap_ev=10.02 lumo_energy_ev=1.00
H 0.0276 -2.2603 0.2315 0.2 0.1 0.4
N 0.2056 -1.7765 -0.6422 -0.9 0.9 -0.3
C 0.0028 -0.5057 -0.5735 1.6 -1.2 -1.3
N -0.1451 0.2652 0.5167 -0.4 0.2 4.8
N -0.0625 1.6974 0.5779 1.0 0.6 -3.3
H 0.1297 0.0455 -1.5402 -0.3 -0.1 0.9
H -0.0533 -0.1495 1.5646 -0.3 1.0 -3.8
H -0.9169 2.1281 0.0835 1.6 -1.0 0.9
H 0.8103 1.9676 -0.0646 -2.4 -0.5 1.8

# 9
9
Properties=species:S:1:pos:R:3:forces:R:3 method="wB97M-V/def2-TZVPD" homo_ha=-0.3043 homo_lumo_gap_ev=9.27 lumo_energy_ev=0.99
C -2.0082 0.8701 0.6624 -1.6 0.5 1.9
N 0.8618 -0.0126 1.7985 -0.3 1.9 0.2
N -0.5765 0.0879 -1.0816 -0.8 0.0 2.1
N -1.1792 0.3805 -0.1474 1.5 -0.5 -4.8
H -1.5478 1.0828 1.6116 -0.6 0.1 0.3
H -3.0904 0.9385 0.4106 1.3 -0.1 0.2
H 1.7440 -0.4619 1.9043 1.3 -0.2 -1.0
H 0.6746 -0.0225 2.7785 -1.2 0.0 1.1
H 1.0057 1.0280 1.6501 0.3 -1.7 -0.1

# 10
10
Properties=species:S:1:pos:R:3:forces:R:3 method="wB97M-V/def2-TZVPD" homo_ha=-0.3369 homo_lumo_gap_ev=9.38 smiles="[H]/N=C/ONN" lumo_energy_ev=0.21
H -1.8158 -1.3047 0.4560 -0.1 0.1 -0.3
N -1.0046 -0.7056 0.5828 -0.2 0.7 -1.2
C -1.0627 0.3851 -0.1262 -1.5 0.7 4.2
O -0.1087 1.3639 0.0996 -0.4 -0.2 -0.4
N 1.0017 0.6954 -0.5701 -2.7 -1.4 -2.2
N 1.5462 -0.1104 0.3592 0.2 -1.2 1.0
H -2.0097 0.8758 -0.3863 0.1 -0.6 -0.9
H 0.1163 0.0460 -1.1867 3.6 1.2 0.2
H 2.4747 -0.3977 0.0725 -0.3 -0.1 0.0
H 0.8625 -0.8477 0.6992 1.1 0.8 -0.4

# 11
10
Properties=species:S:1:pos:R:3:forces:R:3 method="wB97M-V/def2-TZVPD" homo_ha="-0.3674 / -0.3324" homo_lumo_gap_ev="9.78 / 8.36" lumo_energy_ev="-0.22 / -0.68"
H 0.2833 -2.0149 -1.4042 0.1 -0.9 -0.9
N 0.8612 -1.2260 -1.1728 -4.2 3.2 3.9
N -0.4285 -0.6879 -0.3416 6.0 -2.8 -4.6
O -1.4313 -1.3173 -0.5049 -1.6 0.0 0.7
C -0.3096 0.3571 0.6376 -0.3 -0.2 2.9
N 0.6964 1.3569 0.5018 -1.6 1.4 -1.7
H 0.0284 -0.1429 1.5621 -0.6 -0.6 -0.3
H -1.3498 0.6384 0.8271 0.3 0.6 -0.1
H 0.2715 2.1561 -0.0390 1.1 -1.1 0.5
H 1.3785 0.8807 -0.0661 0.9 0.4 -0.3

# 12
10
Properties=species:S:1:pos:R:3:forces:R:3 method="wB97M-V/def2-TZVPD" homo_ha=-0.3221 homo_lumo_gap_ev=9.72 smiles="CN/N=N/O" lumo_energy_ev=0.95
C 0.9260 1.1614 -0.7984 0.0 0.1 -0.4
N -0.0851 0.5662 0.0410 -2.8 0.2 -0.4
N 0.0119 -0.7268 0.3421 -1.8 -0.9 1.1
N -1.2097 -1.0717 0.4561 1.1 -1.3 0.6
O -1.3967 -2.1860 1.2739 0.6 0.2 -0.5
H 1.4327 0.4220 -1.4230 -0.1 0.0 0.0
H 1.6606 1.6538 -0.1588 0.0 0.1 -0.2
H 0.4622 1.8991 -1.4595 0.1 -0.1 0.2
H -1.2392 0.5348 -0.0423 2.9 1.8 -0.5
H -0.5628 -2.2527 1.7689 -0.1 -0.3 0.0

How do the records compare in F_max? In the order shown, they have 5.9, 0.5, 1.2, 3.6, 5.8, 5.3, 2.9, 4.8, 5.0, 4.5, 8.1, 3.5 eV Å⁻¹.
How do the records compare in energy above the lowest of the compared OMol25 structures with the same formula, charge and spin? In the order shown, they have 4.037, 0.000, 0.377, 1.504, 2.631, 2.107, 2.072, 2.530, 3.011, 4.862, 4.712, 3.857 eV.